[1]
ORCA calculation (ωB97M-V/def2-TZVPD) on an isolated ion of composition C4H13N2O and charge +1 at a distorted geometry.

Charge = +1
ΔE to the lowest compared entry with this formula, charge and spin = 212.8 kJ/mol
SMILES = CNC[C@@H]([NH3+])CO
E_HOMO = -0.4919 Eh
Gap between HOMO and LUMO = 10.27 eV

```
20
Properties=species:S:1:pos:R:3:forces:R:3:lowdin_charge:R:1
N 0.130073 1.498800 0.388366 0.58 0.11 0.46 0.2046
C -0.723654 0.271805 0.600842 -0.52 0.29 -0.73 -0.2552
C -1.926510 0.539514 -0.309785 -0.42 0.59 0.16 -0.1873
O -2.471307 1.818087 0.068096 0.51 -0.66 -0.59 -0.0447
C 0.008438 -1.023031 0.242892 0.68 0.26 0.45 -0.1572
N 1.474789 -0.784832 0.243615 -1.32 -0.86 0.35 -0.1246
C 2.255336 -1.408767 -0.860811 0.69 1.94 0.37 -0.0846
H -0.346904 2.245011 0.893457 -0.11 0.43 -0.60 0.1636
H 0.272888 1.708669 -0.599596 -0.39 0.23 -0.05 0.1743
H 1.085685 1.427068 0.751654 -0.09 -0.66 0.15 0.1610
H -1.006078 0.366887 1.663384 0.06 -0.44 -0.42 0.1655
H -2.678559 -0.258019 -0.386306 0.22 0.11 0.66 0.1470
H -1.584079 0.623561 -1.344159 0.24 0.21 0.00 0.1330
H -3.203925 1.675174 0.658498 -0.57 0.01 0.32 0.0972
H -0.408768 -1.729502 0.984109 0.73 -0.20 -0.34 0.1379
H -0.226659 -1.417200 -0.740788 -0.48 0.28 -0.17 0.1201
H 1.817472 -1.082935 1.148646 0.30 -0.14 -0.23 0.1097
H 2.588188 -0.578031 -1.508404 -0.02 -0.39 0.09 0.0796
H 1.805708 -2.125429 -1.534824 -0.50 -0.48 0.51 0.0807
H 3.137872 -1.766822 -0.358883 0.42 -0.62 -0.39 0.0794
```
Forces are in eV/Å.

---

[2]
ORCA calculation (ωB97M-V/def2-TZVPD) on C2H6NPS in the gas phase at a distorted geometry.

ΔE to the lowest compared entry with this formula, charge and spin = 0.0 kJ/mol
SMILES = CN(C)P=S
E_HOMO = -0.3250 Eh
Gap between HOMO and LUMO = 8.46 eV

```
11
Properties=species:S:1:pos:R:3:forces:R:3:lowdin_charge:R:1
C 0.147897 -0.443571 -1.351283 2.52 1.85 -1.75 -0.2101
C 0.228182 0.955071 0.626533 0.65 -1.47 2.83 -0.1788
N -0.285354 -0.254438 -0.002558 -0.04 -0.44 0.12 -0.6004
P -1.201833 -1.455855 0.760569 1.13 0.83 0.40 0.4367
S -0.983024 -1.161476 2.668200 -0.44 -0.10 -0.57 0.0603
H -0.060824 -1.437143 -1.713906 -0.19 -0.21 -0.20 0.0414
H -0.243152 0.360984 -2.059264 0.05 -1.10 0.81 0.0939
H 1.336995 -0.255146 -1.456502 -2.46 -0.75 0.49 0.1276
H 1.073823 0.701393 1.434272 -1.78 0.51 -1.72 0.1138
H 0.629959 1.654610 -0.074094 0.03 0.30 -0.59 0.0616
H -0.642669 1.335570 1.168034 0.54 0.58 0.17 0.0541
```
Forces are in eV/Å.

---

[3]
ORCA calculation (ωB97M-V/def2-TZVPD) on an isolated ion of composition CH4N3 and charge +1 at a distorted geometry.

Charge = +1
ΔE to the lowest compared entry with this formula, charge and spin = 447.4 kJ/mol
SMILES = [NH3+]N1C=N1
E_HOMO = -0.6183 Eh
Gap between HOMO and LUMO = 12.20 eV

```
8
Properties=species:S:1:pos:R:3:forces:R:3:lowdin_charge:R:1
C -0.323122 0.174217 -1.302563 2.47 -1.54 -4.26 -0.1879
N -1.197001 0.755649 -0.722905 -2.15 0.93 1.21 0.2577
N -0.572325 -0.606899 -0.185492 -0.70 1.17 1.69 0.0146
N 0.313098 -0.113793 0.916293 -0.11 0.44 1.58 0.1527
H 0.208000 -0.044779 -2.253171 -0.23 0.77 0.76 0.1659
H 1.268160 0.098231 0.587824 -0.30 0.40 0.10 0.1626
H 0.408646 -1.013884 1.407713 -0.05 0.66 0.90 0.1696
H -0.105457 0.751258 1.552301 1.08 -2.83 -1.97 0.2649
```
Forces are in eV/Å.

---

[4]
ORCA calculation (ωB97M-V/def2-TZVPD) on C5H6O in the gas phase at a distorted geometry.

ΔE to the lowest compared entry with this formula, charge and spin = 364.6 kJ/mol
SMILES = C#CCOC=C
E_HOMO = -0.3197 Eh
Gap between HOMO and LUMO = 9.63 eV

```
12
Properties=species:S:1:pos:R:3:forces:R:3:lowdin_charge:R:1
C -3.157642 0.563092 -0.120715 -0.95 0.81 0.27 0.1369
C -2.118561 -0.000834 -0.130649 0.36 -0.58 0.72 -0.1441
C 2.492054 0.644362 -0.013965 -1.57 0.24 -0.02 0.0162
C 1.448653 -0.132824 -0.246032 1.38 -1.21 1.07 -0.2888
C -0.914510 -0.722624 0.067753 3.51 0.83 1.27 -0.1229
O 0.226138 0.375004 -0.026205 -2.65 -2.34 -0.52 -0.1183
H -3.996043 1.154622 0.111868 -0.56 0.18 -0.31 0.0313
H 3.457476 0.338048 -0.059149 2.58 -1.34 -0.45 0.0130
H 2.400987 1.619410 0.360188 -0.55 1.36 0.20 0.0472
H 1.669019 -1.242978 -0.355824 -1.00 1.33 -0.38 0.1358
H -0.787970 -1.453426 -0.752512 0.36 0.15 0.68 0.1205
H -0.719606 -1.141850 1.165247 -0.91 0.57 -2.53 0.1732
```
Forces are in eV/Å.

---

[5]
ORCA calculation (ωB97M-V/def2-TZVPD) on a 5-piece molecular cluster, C10H12Cl12F4NO2P overall at a distorted geometry.

SMILES = CC(=O)N(PC(F)(F)C(F)F)C(C)=O.ClC(Cl)Cl.ClC(Cl)Cl.ClC(Cl)Cl.ClC(Cl)Cl
E_HOMO = -0.3496 Eh
Gap between HOMO and LUMO = 9.82 eV

```
42
Properties=species:S:1:pos:R:3:forces:R:3:lowdin_charge:R:1
C 0.353849 -5.056793 -0.289101 0.15 0.99 -0.36 0.0081
C 1.244598 -4.126800 0.487417 -1.66 -0.32 -1.51 -0.5491
O 1.679746 -4.427099 1.533415 1.58 -0.31 2.16 0.1197
N 1.459458 -2.863894 -0.154787 0.64 0.25 0.77 -0.1788
P 2.927530 -2.009209 0.279145 0.70 0.67 -1.81 1.1119
C 2.482152 -0.523192 1.355547 0.31 -2.04 1.15 -0.6934
F 1.662082 0.323377 0.756499 -1.35 0.72 -0.83 0.0829
F 3.644123 0.117542 1.500982 1.48 0.63 -0.02 0.0582
C 2.018094 -0.776922 2.782185 -0.16 2.43 -0.41 -0.4326
F 0.824541 -1.326679 2.812451 -1.24 -1.01 0.00 0.1283
F 2.908844 -1.500416 3.412909 1.08 -1.45 0.78 0.1201
C 0.271504 -2.074538 -0.259724 1.32 0.45 -1.73 -0.5604
C 0.102309 -1.108292 -1.390999 0.56 -0.04 0.28 -0.0141
O -0.601410 -2.223037 0.512185 -2.24 -0.79 1.84 0.1247
H -0.645799 -4.698043 -0.084500 -0.40 -0.31 0.07 0.0286
H 0.498291 -6.074900 0.025841 -0.06 -0.26 0.14 0.0909
H 0.514892 -4.915781 -1.349724 0.08 -0.23 -0.29 0.0887
H 3.529992 -2.841265 1.244470 -0.62 0.04 0.21 -0.0130
H 1.970002 0.189940 3.284869 -0.12 0.30 0.13 0.1689
H 1.012141 -0.917229 -1.942902 0.13 0.07 -0.19 0.0830
H -0.305936 -0.203331 -0.967069 -0.04 0.34 -0.05 0.0618
H -0.661283 -1.533863 -2.026479 -0.12 -0.14 -0.35 0.0790
C 1.835613 3.654925 0.924559 0.11 0.10 -0.03 -1.5460
Cl 2.488817 3.729545 -0.712196 -0.02 -0.03 0.06 0.5272
Cl 3.001460 4.276721 2.092533 -0.03 -0.05 0.00 0.5403
Cl 0.310579 4.544216 1.031873 -0.01 -0.06 0.07 0.5247
H 1.638149 2.617632 1.162296 -0.02 0.06 -0.03 -0.0177
C -3.781221 -3.909212 0.806980 0.01 0.05 0.04 -1.5482
Cl -3.063788 -5.523571 0.809264 -0.09 0.00 0.03 0.5476
Cl -4.472387 -3.536724 -0.774691 0.04 0.01 0.01 0.5197
Cl -5.000516 -3.764535 2.072731 0.03 0.00 -0.02 0.5312
H -2.994392 -3.191848 1.009077 0.01 -0.02 -0.02 -0.0076
C -1.430927 7.299828 -0.807165 0.05 0.04 -0.11 -1.5662
Cl -2.639388 6.205211 -1.486719 -0.04 0.00 0.03 0.5137
Cl 0.011916 7.337271 -1.819251 -0.02 -0.03 0.05 0.5241
Cl -2.099578 8.919643 -0.604625 0.01 -0.04 0.02 0.5322
H -1.148111 6.926797 0.168338 0.00 0.00 -0.01 -0.0247
C -2.011226 2.632353 -3.031907 0.18 -0.01 0.00 -1.5456
Cl -0.681658 2.991619 -1.930101 -0.04 0.07 -0.05 0.4923
Cl -1.848365 3.539327 -4.534691 -0.03 -0.02 0.06 0.5348
Cl -2.065738 0.895679 -3.341131 -0.16 -0.03 -0.10 0.5454
H -2.938958 2.925544 -2.557805 0.00 -0.02 0.00 0.0096
```
Forces are in eV/Å.

---

[6]
ORCA calculation (ωB97M-V/def2-TZVPD) on C5H6O2 in the gas phase.

ΔE to the lowest compared entry with this formula, charge and spin = 395.8 kJ/mol
E_HOMO = -0.3038 Eh
Gap between HOMO and LUMO = 7.40 eV

```
13
Properties=species:S:1:pos:R:3:forces:R:3:lowdin_charge:R:1
C -0.680530 -0.077347 -1.217134 0.07 -0.06 0.03 -0.0094
C 0.167770 -0.188691 -0.002153 -0.01 0.10 -0.20 -0.2704
O -0.439718 -0.382545 1.211715 0.06 0.07 -0.06 0.0449
C -1.554641 0.278487 1.610595 -0.36 0.42 -0.18 -0.2887
O -2.062379 1.201818 1.047157 0.21 -0.47 0.31 0.1101
C 1.530163 -0.094497 0.073077 0.15 -0.02 -0.11 -0.1975
C 2.329087 -0.351704 -1.067035 -0.12 0.37 0.15 0.0842
H -1.520973 -0.777381 -1.218882 0.17 0.02 0.10 0.1018
H -0.053234 -0.199253 -2.102312 -0.01 -0.04 0.19 0.0780
H -1.107516 0.931827 -1.212923 0.07 -0.12 -0.05 0.1007
H 1.893310 0.118617 1.080773 0.12 -0.28 0.01 0.1036
H -1.869986 -0.166101 2.563274 -0.10 0.12 -0.10 0.1534
H 3.388772 -0.240373 -0.749984 -0.26 -0.10 -0.10 -0.0108
```
Forces are in eV/Å.